[1]
Below is one molecule with the formula C3H7NOS at a distorted geometry, with properties calculated with ωB97M-V/def2-TZVPD.

Results
Charge: 0
SMILES: C=NOCSC
Energy above the lowest of the compared OMol25 structures with the same formula, charge and spin in eV: 3.035
Highest occupied orbital energy in eV: -8.82
Calculated total energy in eV: -17594.8938
M in Da: 105.2
Orbital gap in eV: 9.8284

Structure (XYZ):
```
13
C3H7NOS ωB97M-V/def2-TZVPD
C -2.2185 0.8019 -0.1141
C -0.2568 -0.9716 0.5699
C 2.7359 0.1715 -0.5367
H -3.0981 1.1125 -0.7341
H -2.5130 0.8321 0.9380
H -1.4534 1.5435 -0.2633
H 0.1946 -1.9601 0.3465
H -0.6251 -1.0061 1.6009
H 3.4508 -0.1926 -1.2201
H 2.8636 1.1148 -0.0236
N 1.7592 -0.6253 -0.3526
O 0.7884 -0.0091 0.4035
S -1.6277 -0.8115 -0.6143
```

These are the natural (NBO) partial charges, in e, on atoms 1 to 8: atom 1 (C): -0.763, atom 2 (C): -0.230, atom 3 (C): -0.137, atom 4 (H): 0.235, atom 5 (H): 0.213, atom 6 (H): 0.220, atom 7 (H): 0.224, atom 8 (H): 0.199

=====

[2]
Below is a 2-piece molecular cluster, C6H12F2 overall at a distorted geometry, with properties calculated with ωB97M-V/def2-TZVPD.

Results
Charge: 0
Energy above the lowest of the compared OMol25 structures with the same formula, charge and spin in eV: 1.939
Highest occupied orbital energy (spin up / spin down) in eV: -7.26 / -7.41
Calculated total energy in eV: -11847.0660
M in Da: 122.2
Orbital gap (spin up / spin down) in eV: 8.0964 / 8.2860

Structure (XYZ):
```
20
C6H12F2 ωB97M-V/def2-TZVPD
C 2.0142 0.5342 -1.0117
C 1.2768 -1.6358 0.1409
C -2.0173 1.1513 -0.5403
C -1.5092 0.0422 1.6081
C 1.1140 -0.5895 -0.9339
C -1.0323 0.9378 0.5530
F 0.3281 -1.0023 -2.0414
F -0.2018 1.9580 0.9025
H 1.6321 1.3843 -0.4695
H 2.9944 0.2532 -0.7015
H 1.9541 1.1145 -1.9628
H 0.2262 -2.0970 0.4694
H 1.7364 -1.2573 1.1041
H 1.8831 -2.4259 -0.0685
H -2.7603 1.7855 -0.2733
H -1.4778 1.6586 -1.4735
H -2.4881 0.0826 -0.7133
H -1.8751 -0.8198 1.0349
H -2.3894 0.5161 2.0071
H -0.6956 -0.2315 2.2498
```

These are the natural (NBO) partial charges, in e, on atoms 1 to 8: atom 1 (C): -0.742, atom 2 (C): -0.699, atom 3 (C): -0.696, atom 4 (C): -0.712, atom 5 (C): 0.437, atom 6 (C): 0.445, atom 7 (F): -0.370, atom 8 (F): -0.359

=====

[3]
Below is one molecule with the formula C2H7N3O2 at a distorted geometry, with properties calculated with ωB97M-V/def2-TZVPD.

Results
Charge: 0
Energy above the lowest of the compared OMol25 structures with the same formula, charge and spin in eV: 6.645
Highest occupied orbital energy (spin up / spin down) in eV: -9.14 / -9.14
Calculated total energy in eV: -10747.4304
M in Da: 105.1
Orbital gap (spin up / spin down) in eV: 8.1871 / 8.1881

Structure (XYZ):
```
14
C2H7N3O2 ωB97M-V/def2-TZVPD
C 0.5508 -0.6913 1.3316
N -0.7274 -0.0002 -0.0864
C 0.8752 -0.3597 -0.0622
N -0.9811 1.3217 0.3189
N -1.2800 -0.3695 -1.3337
O 1.7972 0.7865 0.2313
O 1.2336 -1.1809 -0.9308
H 2.6193 0.5364 -0.2202
H -1.9838 1.4469 0.3959
H -0.6161 1.9716 -0.3772
H -2.0841 -0.9699 -1.1750
H -0.5524 -0.8994 -1.8241
H 0.8626 -1.6705 1.6858
H 0.2862 0.0782 2.0461
```

These are the natural (NBO) partial charges, in e, on atoms 1 to 8: atom 1 (C): -0.021, atom 2 (N): -0.119, atom 3 (C): 0.592, atom 4 (N): -0.649, atom 5 (N): -0.647, atom 6 (O): -0.777, atom 7 (O): -0.772, atom 8 (H): 0.489

=====

[4]
Below is an isolated ion of composition C3H8NO2 and charge +1 at a distorted geometry, with properties calculated with ωB97M-V/def2-TZVPD.

Results
Charge: +1
SMILES: [NH3+]CCC(=O)O
Energy above the lowest of the compared OMol25 structures with the same formula, charge and spin in eV: 0.938
Highest occupied orbital energy in eV: -14.66
Calculated total energy in eV: -8819.0139
M in Da: 90.1
Orbital gap in eV: 10.6698

Structure (XYZ):
```
14
C3H8NO2 ωB97M-V/def2-TZVPD
C 0.8302 0.0371 0.4054
C -0.6629 0.1574 0.1432
C -0.8775 1.0156 -1.0702
O -2.1842 1.2718 -1.1729
O -0.0010 1.2464 -1.8576
N 1.2384 -1.3486 0.9123
H 1.4248 0.4357 -0.4442
H 1.2012 0.6920 1.2027
H -1.3428 0.5394 0.9204
H -1.2052 -0.7838 -0.0791
H -2.4304 1.8537 -1.9153
H 1.7124 -1.8858 0.1391
H 0.4357 -1.9531 1.0868
H 1.8612 -1.2778 1.7293
```

These are the natural (NBO) partial charges, in e, on atoms 1 to 8: atom 1 (C): -0.250, atom 2 (C): -0.575, atom 3 (C): 0.801, atom 4 (O): -0.671, atom 5 (O): -0.565, atom 6 (N): -0.682, atom 7 (H): 0.292, atom 8 (H): 0.234